No. 1
Here is a cluster of 8 separate species, C25H73ClN6O9 in total from OMol25. Energies are from ωB97M-V/def2-TZVPD.

For the LUMO energy, the calculation gives -10.7778 eV. Its molar mass is 637.3 Da. The total charge is +4. The value obtained for the frontier orbital gap is 0.234 hartree. The calculation puts the HOMO energy at -0.6296 hartree.

The geometry in XYZ format:
```
114
Properties=species:S:1:pos:R:3:forces:R:3
Cl 15.9221 15.7283 17.3782 -1.2 0.0 -1.0
O 14.1668 14.7455 14.9219 -0.4 0.7 -1.5
O 14.7079 13.4569 20.5629 -0.8 0.6 0.5
O 10.4876 11.1539 17.1880 -0.1 1.3 -1.2
O 15.7484 20.1843 15.6095 0.6 -0.4 0.4
O 13.1957 15.1450 9.0350 -2.5 0.3 1.0
O 14.8762 10.2259 14.6444 -0.9 0.0 0.9
O 12.8909 13.3530 16.1392 -0.4 1.6 -0.9
O 12.6983 13.4325 13.9352 -0.3 0.4 -1.4
O 18.5669 14.3706 10.9207 -1.3 -0.2 1.7
N 11.1416 13.5809 10.0663 -0.9 0.3 0.5
N 15.1040 17.5656 14.7107 -0.8 0.2 -0.1
N 12.4472 10.6402 13.1151 0.9 0.7 0.5
N 12.6795 14.7923 18.8511 1.6 -1.4 -0.6
N 15.0388 14.3979 12.1116 0.7 -0.9 -0.9
N 9.9548 13.4759 15.4608 0.1 -0.2 0.6
C 10.9744 15.0957 10.1173 1.3 0.1 -1.3
C 15.5417 13.0962 19.5116 0.8 -1.5 -0.4
C 14.1108 9.1272 14.1675 0.7 -0.3 -0.6
C 12.7395 17.9905 15.4550 0.2 -0.6 -0.9
C 14.6479 10.3617 16.0766 -0.3 -0.4 0.3
C 7.5895 13.2589 15.7311 -0.8 -1.0 0.0
C 12.3619 14.1118 20.1499 -0.3 -0.7 0.6
C 19.2662 14.1692 9.7201 0.3 0.5 -1.1
C 13.1814 13.8717 15.0124 -0.3 -3.1 1.9
C 17.1576 14.4566 10.8600 1.5 -0.4 -0.5
C 16.9873 13.4402 13.2687 -0.1 -0.8 0.7
C 16.5546 14.4381 12.2430 0.1 0.8 1.3
C 10.9248 13.6681 19.9488 -0.8 -0.3 0.5
C 13.4035 12.9388 20.4944 -0.4 1.5 0.0
C 11.8437 15.6586 8.8816 -0.5 -1.6 1.3
C 14.4915 19.6222 16.0570 2.1 1.4 -1.4
C 15.8465 21.1028 14.4841 -1.4 -0.6 0.5
C 14.0907 18.6160 15.0008 -2.3 0.8 0.5
C 14.1912 15.7140 8.2106 0.2 0.3 -0.3
C 11.3151 15.5538 11.4956 0.5 1.7 0.6
C 8.8841 12.9610 16.4261 0.9 -0.3 0.8
C 11.9508 8.2845 13.0121 1.1 0.3 0.7
C 10.7497 9.8737 17.7559 -0.3 -0.2 0.7
C 12.6111 9.3974 13.8781 0.6 -2.1 0.1
C 9.1513 11.4436 16.7548 0.2 -0.3 0.7
H 11.6624 16.7309 8.8081 0.7 0.2 0.1
H 15.1200 21.9096 14.5816 0.4 0.5 0.4
H 15.8676 12.0608 19.6113 -0.2 -0.5 0.2
H 13.0437 10.6874 12.3014 -0.3 -0.8 -1.0
H 14.1197 16.8012 8.2412 0.4 0.1 0.2
H 12.4779 8.2264 12.0598 -0.1 0.2 -0.3
H 12.4813 14.9219 20.8694 -0.1 -0.3 0.3
H 10.7913 9.9572 18.8419 0.0 0.1 0.1
H 12.2547 17.4785 14.6237 0.0 -0.2 -0.2
H 16.8711 15.3750 10.3476 -0.3 0.2 -0.3
H 16.8011 13.5824 10.3151 -0.4 -0.2 -0.4
H 10.2916 14.5356 19.7625 0.0 0.2 -0.4
H 14.9806 13.1267 18.5777 0.5 0.5 -0.5
H 13.6268 10.6882 16.2739 -0.1 0.3 -0.1
H 15.3341 11.0146 16.6160 0.2 0.3 -0.8
H 19.5109 15.1411 9.2916 0.3 0.1 0.0
H 14.2102 8.2646 14.8264 -0.4 0.1 0.4
H 15.0992 15.3165 8.6640 0.3 0.4 -0.5
H 15.5246 20.6514 13.5457 0.3 -0.5 -0.3
H 8.8753 10.8413 15.8893 0.1 0.0 -0.5
H 10.8869 8.4710 12.8657 0.0 -0.2 0.0
H 14.7471 9.4027 16.5851 0.2 -0.3 -0.3
H 9.9927 9.1177 17.5472 -0.1 0.1 -0.4
H 15.0696 16.8898 15.4606 0.8 -0.8 1.3
H 12.6614 14.1522 18.0700 -0.7 -0.9 -0.8
H 10.5567 13.2301 10.8113 -0.4 -0.4 0.1
H 14.1065 15.4193 7.1646 0.0 -0.3 0.0
H 16.8835 21.4246 14.3877 -0.3 0.0 0.3
H 12.1598 15.5992 18.5367 -0.1 0.5 0.7
H 11.4619 10.7919 12.9525 -0.1 0.3 -0.4
H 13.9716 19.1358 14.0502 -0.2 0.1 0.1
H 20.1723 13.5986 9.9238 -0.1 0.2 0.1
H 13.2871 12.1203 19.7841 0.1 -0.1 -0.2
H 18.7065 13.6638 8.9330 -0.4 -0.4 0.2
H 16.0499 17.8961 14.5836 0.5 0.6 0.4
H 14.6046 19.1972 17.0544 0.5 -0.2 -0.1
H 12.0718 13.2452 10.2714 0.6 0.4 -0.3
H 12.1493 7.3032 13.4429 -0.5 0.1 0.3
H 16.6623 15.3863 12.7696 0.5 0.4 -0.5
H 9.7924 13.1569 14.5164 -0.3 0.3 -0.3
H 16.5423 12.4537 13.1386 0.2 -0.3 -0.4
H 10.3709 13.1889 20.7560 0.7 0.0 0.5
H 13.1937 12.5575 21.4938 -0.5 0.1 -0.1
H 13.7891 20.4494 16.1599 -0.6 -0.3 -0.3
H 8.9773 13.6494 17.2661 0.2 -0.5 0.4
H 14.5470 14.1354 12.9539 -0.3 0.8 1.3
H 12.3704 15.7792 11.6492 0.1 -0.3 -0.1
H 12.8646 17.2399 16.2353 0.3 0.1 0.2
H 11.7288 9.5162 17.4370 -0.1 0.1 -0.2
H 10.9648 14.9984 12.3656 -0.1 -0.5 -0.3
H 16.6271 13.7667 14.2442 0.0 0.1 0.1
H 10.9163 13.2407 15.6613 1.3 -1.0 0.8
H 10.8292 13.1939 9.1872 -0.1 -0.3 -0.6
H 18.0680 13.3502 13.3794 -0.1 0.0 -0.4
H 8.5131 11.0442 17.5430 -0.6 0.7 0.1
H 10.8465 12.9411 19.1405 0.1 0.1 -0.4
H 10.0150 14.4816 15.5323 -0.6 0.5 -0.5
H 14.6370 8.7437 13.2934 -0.2 0.4 -0.6
H 16.5067 13.6012 19.5526 -0.6 0.8 -0.3
H 14.8172 17.0812 13.8721 0.0 -0.2 -0.2
H 14.7240 13.6321 11.5331 0.3 -0.2 -1.0
H 6.7241 12.7864 16.1957 0.2 -0.2 0.3
H 9.9168 15.3296 9.9953 0.0 -0.4 -0.6
H 12.0000 18.7174 15.7909 0.4 0.3 0.0
H 7.3063 14.3109 15.6975 0.5 0.0 -0.3
H 12.8631 11.4084 13.6220 -0.3 1.2 1.1
H 13.6793 14.9300 18.8113 1.2 1.3 0.3
H 7.6861 12.7617 14.7660 -0.5 0.4 -0.5
H 10.8219 16.5219 11.5825 0.0 0.2 0.1
H 14.7561 15.2669 11.6815 -0.7 0.2 0.0
H 11.3830 15.2082 8.0024 0.1 0.1 -0.3
H 14.5135 14.9048 15.8028 1.3 0.4 1.8
H 12.1330 9.5377 14.8476 -0.4 0.1 -0.2
```
Forces are in eV/Å.



No. 2
Here is a cluster of 11 separate species, C25H74F3N13O13S in total from OMol25. Energies are from ωB97M-V/def2-TZVPD.

For the LUMO energy, the calculation gives -1.6625 eV. Its molar mass is 854.0 Da. The total charge is 0. The value obtained for the frontier orbital gap is 0.250 hartree. The calculation puts the HOMO energy at -0.3112 hartree. The energy above the lowest of the compared OMol25 structures with the same formula, charge and spin comes out at 5.1462 eV.

The geometry in XYZ format:
```
129
Properties=species:S:1:pos:R:3:forces:R:3
S -2.0951 -1.4299 0.8800 -0.7 -1.1 0.4
F -0.0674 0.1291 0.2461 -0.7 -0.2 1.1
F -1.5591 1.0671 1.5325 0.9 -0.9 0.6
F -0.0154 -0.3957 2.3902 -1.9 0.8 -1.6
O 1.0957 -2.2035 7.1339 0.8 0.2 0.0
O -4.2056 -2.2055 -4.0284 -1.2 -0.2 -2.3
O 3.6902 0.6891 -0.1496 -0.1 0.3 -2.0
O 2.8660 -2.4900 3.1310 0.5 0.6 0.3
O -6.9840 1.5443 0.3613 0.1 0.1 -0.9
O -4.1197 -3.5710 3.5261 -1.0 -0.9 1.1
O -2.4214 5.0511 -3.1205 1.5 -1.3 -0.7
O -2.5828 -2.0070 2.1592 -0.3 1.3 -0.7
O -1.2805 -2.4425 0.2342 0.1 0.8 -0.6
O -3.0970 -0.7862 0.0122 1.7 -0.6 1.5
O 1.4763 -3.1206 -3.7716 0.8 -0.7 -1.1
O -0.2362 5.7185 -0.7801 -0.3 0.7 1.2
O -1.0348 -4.3572 3.6183 0.7 -1.1 -1.7
N 0.4943 -2.0557 -2.0765 -1.7 3.3 0.0
N -4.7673 1.5637 0.6668 3.7 2.9 0.4
N 1.2651 -3.9026 -1.6696 1.9 -7.1 4.4
N -1.1255 2.9262 -1.5643 0.0 -0.4 -0.2
N -5.7984 -0.2866 0.5483 -0.8 -7.4 -0.4
N 5.0628 -0.7305 1.7947 -0.4 -0.8 1.0
N -0.4719 -4.7152 1.4162 -1.6 1.7 -2.6
N -0.6401 -3.4946 6.9300 -4.4 -4.1 2.6
N -1.1011 -3.9168 -4.8878 -0.4 0.1 0.1
N 1.4030 3.3351 -0.1092 1.0 -1.1 -2.5
N -0.0236 -2.4347 5.2111 -0.6 1.2 -4.9
N 6.2448 1.6431 0.2765 0.2 0.5 -0.7
N 0.5248 -5.8441 2.9002 2.4 -2.4 2.5
C 2.8596 -0.2762 -0.7488 -2.0 0.4 0.3
C 4.3873 -0.4862 3.0959 1.6 0.2 -1.4
C -5.8992 0.9568 0.4495 -2.8 6.3 1.1
C -0.8541 -0.0747 1.3354 0.6 0.1 -0.4
C 1.0936 -3.0897 -2.6258 0.6 2.9 -2.7
C -0.0223 6.8593 -1.5861 0.8 0.5 -1.6
C 4.3701 1.0243 3.2744 -0.2 0.0 0.9
C 0.2013 -2.6935 6.4421 5.3 3.6 2.6
C 1.7852 4.0403 2.0790 -1.7 2.1 0.2
C 2.9997 -1.0665 3.1942 -0.3 0.5 0.0
C -1.8682 2.6557 -2.7946 -1.0 2.7 0.6
C -2.3586 -3.9711 -2.8234 -0.4 0.4 0.8
C -5.2610 -2.5030 -4.9798 -1.1 1.5 0.9
C 3.5517 -3.1067 4.2182 -0.1 -0.9 0.0
C -3.2208 6.0705 -3.6257 -1.8 -0.3 0.7
C 4.2640 1.5295 -1.1735 0.8 0.0 0.9
C -2.4849 1.3079 -2.6763 -0.7 0.4 -0.6
C -2.9862 3.7372 -2.9464 -0.2 0.5 0.0
C 5.2651 2.4260 -0.4733 -0.7 -0.2 0.3
C -2.4521 -3.7546 -4.3136 1.2 -1.8 -0.3
C 0.8598 4.2209 0.8358 0.9 -1.6 1.2
C 5.9063 3.2674 -1.5595 0.0 0.6 1.3
C -2.9701 -2.4142 -4.6782 0.5 -0.4 1.3
C -0.3446 -4.9184 2.7069 -2.6 1.9 0.8
C 0.7980 5.6073 0.2448 -0.4 0.1 -0.4
H -6.5293 -0.6280 -0.0594 0.1 -1.3 0.3
H 1.7504 -4.7800 -1.7909 -0.1 0.1 -0.5
H 1.2039 -3.6436 -0.6953 0.0 0.4 -0.5
H 0.1366 -5.0815 0.6982 0.0 -0.1 0.5
H -3.3027 -3.0740 3.4422 2.3 0.8 -0.9
H 0.7798 3.2596 -0.9003 0.0 -0.2 -0.3
H 1.7165 5.8401 -0.2940 0.4 -0.1 0.4
H 3.7378 -2.4276 5.0503 -0.2 0.0 0.0
H -1.7372 2.6005 -0.8296 0.1 -0.2 0.4
H -0.6237 -3.6015 7.9342 -0.5 -0.1 -0.3
H -0.2175 -2.3332 -1.4159 -0.1 1.4 0.2
H -3.1832 1.2190 -3.5086 0.6 -0.9 -0.6
H 0.4325 7.7440 -1.1405 0.4 -0.4 0.8
H 4.7243 2.9819 0.2925 -0.1 0.6 -0.3
H 3.7614 1.5116 2.5128 -0.2 -0.2 -0.1
H -2.0564 -3.0209 -2.3832 0.1 0.0 0.3
H 0.5661 6.5697 -2.4568 0.8 -0.1 0.1
H -2.2385 -1.7306 -4.2475 -0.1 0.6 -0.3
H -4.8679 -0.6780 0.5174 -0.3 -0.4 -0.5
H 0.6799 -1.1650 -2.5151 -1.0 0.0 0.2
H 2.0905 0.2261 -1.3356 0.0 0.4 -0.5
H 2.4019 -0.6246 2.3970 -0.1 -0.3 -0.1
H 0.7156 -2.0870 4.6170 -0.1 0.0 0.2
H -1.0471 3.9174 -1.3867 0.1 0.5 -0.3
H -3.9436 6.2519 -2.8302 -0.4 0.8 0.0
H -1.2294 2.7943 -3.6668 0.2 -0.3 0.0
H -2.9920 -2.3981 -5.7679 -0.3 0.7 0.0
H 2.8422 4.0933 1.8181 -0.1 -0.2 0.2
H 1.5000 2.3841 0.2170 0.1 0.0 0.4
H -3.9143 1.0337 0.7745 -0.2 0.2 -0.2
H 6.6866 1.0781 -0.4346 0.6 -0.4 0.1
H -3.7198 3.4525 -3.7007 0.3 0.2 -0.9
H -0.8140 7.3558 -2.1472 -1.4 -0.9 0.8
H -1.6751 -4.7527 -2.4916 0.2 0.0 -0.5
H 3.9553 1.2714 4.2517 -0.1 0.2 0.1
H 5.0704 -1.0178 3.7583 -0.2 0.4 0.8
H 2.6041 -0.6813 4.1340 -0.4 -0.2 0.4
H 1.4543 3.2403 2.7412 0.5 -0.7 -0.6
H -4.6724 2.5646 0.5706 -0.3 -0.3 0.2
H -5.7516 -3.4760 -4.9523 0.6 -0.4 0.4
H -1.6439 0.6212 -2.5804 -0.7 -0.6 -0.1
H 6.4645 2.6034 -2.2196 0.0 0.3 -0.3
H 6.5657 3.9827 -1.0678 0.3 -0.1 -0.3
H 4.7298 -1.6602 1.5827 0.3 -0.3 -0.8
H -0.4998 -3.2752 -4.3908 0.5 -0.1 0.3
H -1.4428 -3.5915 6.3247 -0.4 -0.7 1.1
H 4.7086 -0.0926 1.0963 -0.7 -0.6 -0.1
H -2.7215 7.0012 -3.8950 0.6 -0.4 0.3
H 2.9763 -3.9681 4.5573 -0.5 0.2 0.2
H 5.7647 0.9879 0.8767 0.5 0.3 0.1
H -0.6225 -3.1425 4.8106 0.4 0.4 -1.1
H 2.2092 -0.6892 0.0222 0.6 -0.6 0.2
H -6.0436 -1.7853 -4.7335 -0.3 -0.1 0.1
H -0.0914 3.7935 1.1529 -0.9 0.9 0.2
H 5.3532 1.4907 3.2104 0.1 -0.3 0.0
H -3.6324 3.7718 -2.0694 0.2 -0.1 0.7
H -3.8418 5.8041 -4.4809 0.2 -0.4 -0.4
H -1.0023 -3.9166 1.0981 -0.1 0.0 0.0
H 4.4807 -3.5985 3.9298 0.4 0.5 -0.4
H -4.7699 -2.9270 3.8162 -0.8 0.5 0.2
H 3.2601 -1.0423 -1.4127 0.8 0.0 0.3
H -3.3170 -4.2229 -2.3694 -0.2 0.2 -0.2
H -4.3697 -3.9046 2.6613 0.0 -0.2 -0.9
H 0.9767 -6.2386 2.0876 0.4 -0.2 0.9
H 1.4750 4.8813 2.6990 0.7 0.5 0.4
H -3.2132 1.2849 -1.8657 0.5 -0.2 0.7
H 0.8011 -5.9055 3.8697 0.6 -0.8 -0.3
H 4.8794 0.9623 -1.8719 -0.2 -0.7 -0.2
H 3.5609 2.1078 -1.7729 -0.6 -0.1 0.4
H 5.1440 3.8653 -2.0589 0.1 -0.2 -0.4
H 0.6661 6.2905 1.0838 -0.4 0.5 -0.2
H -3.0940 -4.5368 -4.7187 -0.1 -0.1 -0.3
H -1.0721 -3.5034 -5.8088 -0.2 -0.2 -0.6
H -5.0478 -2.2620 -6.0212 0.7 -0.1 0.0
```
Forces are in eV/Å.



no.,largest force on an atom (hartree/bohr)
1,0.0713
2,0.1665